1:
This record from the Open Molecules 2025 dataset describes a 5-piece molecular cluster, CH12O4S2 overall. The level of theory is ωB97M-V/def2-TZVPD.

The value obtained for the LUMO energy is 0.5403 eV. As for the SMILES: CSS.O.O.O.O. For the HOMO-LUMO gap, the calculation gives 8.57 eV. For the molar mass, the calculation gives 152.237 g mol⁻¹.

The geometry in XYZ format:
```
19
Properties=species:S:1:pos:R:3:lowdin_charge:R:1
C -0.72270 -1.37798 2.64195 -0.44
S 0.85584 -1.38954 1.69570 0.36
S 1.38714 0.65436 1.87119 0.33
H -1.10203 -2.38715 2.63205 0.03
H -0.53584 -0.94020 3.58108 0.00
H -1.25733 -0.63105 2.05075 0.01
H 2.07587 0.90706 0.74417 -0.21
H 2.23757 -1.11172 -1.64906 0.05
H 0.66544 -1.03741 -1.24051 0.08
O 1.50009 -0.49550 -1.61565 -0.13
H -1.62483 -0.53531 -1.17941 0.05
H -2.00482 -1.52189 -2.19510 0.02
O -1.50876 -1.53495 -1.38418 -0.09
H -2.08123 2.10691 -0.24340 0.04
H -0.74605 1.93435 -0.60001 0.02
O -1.55733 1.40485 -0.60505 -0.05
H 1.42027 1.23125 -1.39498 -0.02
H 1.66994 2.55267 -1.95704 0.04
O 1.32875 2.17127 -1.15251 -0.09
```

***

2:
This record from the Open Molecules 2025 dataset describes a 6-piece molecular cluster, CH12O4S2 overall. The level of theory is ωB97M-V/def2-TZVPD.

The value obtained for the LUMO energy is -5.8027 eV. For the HOMO-LUMO gap, the calculation gives 3.34 eV. For the molar mass, the calculation gives 152.237 g mol⁻¹.

The geometry in XYZ format:
```
19
Properties=species:S:1:pos:R:3:lowdin_charge:R:1
C -0.68230 0.45925 -1.59450 -0.50
S -1.91921 -0.90247 -1.51557 0.79
S 2.17729 1.51233 0.17698 0.37
H -0.87806 1.09241 -2.46670 0.06
H -0.90073 1.11367 -0.69578 0.05
H 0.39513 0.14607 -1.61240 -0.01
H 1.92403 1.73092 -1.27081 -0.17
H -2.60457 0.20414 0.06409 -0.09
H -2.82211 -0.32882 1.56106 0.02
O -2.76238 0.46589 1.04307 -0.12
H -0.25190 -1.32593 1.46114 0.00
H -1.17174 -1.93287 0.37291 -0.05
O -0.64477 -2.16401 1.19901 -0.08
H 2.61958 -0.54971 -1.05439 -0.06
H 3.21586 -0.76214 -2.40797 -0.03
O 2.96875 -1.25219 -1.68940 -0.07
H 0.15293 1.21266 3.41166 0.03
H 0.92272 0.83119 2.17076 -0.04
O 0.26149 0.44963 2.84684 -0.10
```

***

Stability check: which of them is least stable? 2.